[1]
The following is a quantum chemistry calculation of a cluster of 2 separate species, C11H16NO2S in total in a non-equilibrium geometry, from OMol25.

- HOMO: -13.219 eV
- Relative energy (zero: lowest compared OMol25 entry of this formula, charge and spin): 45.01 kcal/mol
- F_max: 5.7 eV Å⁻¹
- Gap between HOMO and LUMO: 8.64 eV

The geometry in ORCA input format:
```
! RIJCOSX wB97M-V def2-TZVPD def2/J DEFGRID3
* xyz 1 1
C -0.101 3.452 0.061
C 0.215 2.722 -1.078
C -0.663 2.805 1.138
C -0.260 1.416 -1.247
C -0.917 1.462 1.120
C -0.817 0.790 -0.064
C -1.433 -1.119 -1.372
C 3.386 -1.408 0.136
C 1.931 -1.434 -0.360
C 0.999 -1.298 0.940
C -0.542 -1.446 0.791
N -1.122 -0.619 -0.250
O -3.774 -0.881 -1.144
O -3.534 -1.126 1.213
S -4.394 -0.972 0.100
H 0.279 4.534 0.226
H 0.513 3.128 -2.083
H -0.647 3.275 2.069
H 0.089 0.822 -2.190
H -1.509 0.953 1.935
H -1.719 -0.459 -2.185
H -1.501 -2.156 -1.381
H 3.888 -2.291 0.267
H 3.450 -0.680 0.941
H 3.975 -0.890 -0.779
H 1.749 -0.530 -0.978
H 1.759 -2.224 -1.009
H 1.335 -1.906 1.743
H 1.321 -0.325 1.156
H -0.949 -2.472 0.567
H -1.005 -1.123 1.718
*
```

[2]
The following is a quantum chemistry calculation of a cluster of 2 separate species, C4H9N3O2 in total in a non-equilibrium geometry, from OMol25.

- HOMO: -7.633 eV
- Relative energy (zero: lowest compared OMol25 entry of this formula, charge and spin): 166.87 kcal/mol
- F_max: 5.8 eV Å⁻¹
- Gap between HOMO and LUMO: 8.25 eV

The geometry in ORCA input format:
```
! RIJCOSX wB97M-V def2-TZVPD def2/J DEFGRID3
* xyz 0 1
C -1.283 -1.885 -0.147
C 0.938 1.095 -1.115
C 0.218 0.937 1.210
C -1.215 0.144 -0.573
N -0.318 -2.205 0.459
N -0.168 0.794 -0.196
N -2.511 0.386 0.016
O -3.517 0.030 -0.567
O -2.610 0.902 1.111
H -2.111 -2.255 -0.684
H 1.325 0.250 -1.752
H 0.580 1.892 -1.791
H 1.805 1.624 -0.525
H 1.031 0.085 1.490
H 0.765 1.908 1.362
H -0.569 0.968 2.001
H -1.284 0.025 -1.617
H -0.115 -3.134 0.699
*
```

[3]
The following is a quantum chemistry calculation of a structure of composition C42H50AsMoN2S4, from OMol25.

- HOMO (spin up / spin down): -3.675 / -4.165 eV
- Relative energy (zero: lowest compared OMol25 entry of this formula, charge and spin): 12.30 kcal/mol
- ⟨S²⟩: 2.025
- F_max: 0.7 eV Å⁻¹
- Gap between HOMO and LUMO (spin up / spin down): 6.29 / 6.63 eV

The geometry in ORCA input format:
```
! RIJCOSX wB97M-V def2-TZVPD def2/J DEFGRID3
* xyz -1 3
Mo -0.072 0.711 -1.228
S -1.065 0.248 1.147
S -0.404 1.862 2.223
S 1.588 2.043 1.718
S 1.582 2.172 -0.360
C 3.767 0.263 -1.985
C 3.213 0.109 -3.411
C 2.409 1.331 -3.866
C 2.506 -1.234 -3.546
C 3.214 -2.194 -4.261
C 2.757 -3.489 -4.412
C 1.534 -3.812 -3.863
C 0.754 -2.891 -3.169
C -0.623 -3.424 -2.787
C -1.632 -2.997 -3.861
C -1.112 -3.126 -1.372
C 1.245 -1.567 -2.963
N 0.544 -0.607 -2.223
H 4.206 1.256 -1.843
H 4.537 -0.492 -1.799
H 2.980 0.142 -1.246
H 4.073 0.059 -4.081
H 1.603 1.568 -3.188
H 1.983 1.167 -4.860
H 3.070 2.201 -3.911
H 4.162 -1.911 -4.706
H 3.341 -4.226 -4.949
H 1.158 -4.824 -3.974
H -0.546 -4.513 -2.843
H -1.684 -1.913 -3.929
H -2.631 -3.380 -3.629
H -1.330 -3.386 -4.838
H -1.248 -2.070 -1.186
H -0.385 -3.499 -0.651
H -2.062 -3.638 -1.189
C 5.816 -4.220 1.443
C 5.191 -3.985 2.664
C 3.987 -3.292 2.710
C 3.392 -2.821 1.540
C 4.031 -3.062 0.324
C 5.234 -3.757 0.271
As 1.659 -1.868 1.461
C 0.549 -3.479 1.766
C 1.067 -4.768 1.644
C 0.248 -5.885 1.776
C -1.107 -5.736 2.034
C -1.638 -4.458 2.159
C -0.821 -3.344 2.018
C 1.724 -1.236 3.326
C 0.746 -1.511 4.275
C 0.831 -0.976 5.558
C 1.894 -0.156 5.904
C 2.881 0.120 4.964
C 2.793 -0.419 3.689
H 6.753 -4.766 1.412
H 5.641 -4.349 3.580
H 3.507 -3.120 3.666
H 3.571 -2.702 -0.591
H 5.713 -3.940 -0.684
H 2.118 -4.912 1.429
H 0.672 -6.878 1.671
H -1.745 -6.608 2.116
H -2.696 -4.322 2.349
H -1.255 -2.354 2.062
H -0.093 -2.144 4.021
H 0.059 -1.200 6.285
H 1.953 0.264 6.901
H 3.712 0.766 5.219
H 3.563 -0.196 2.961
C -4.707 3.102 1.974
C -3.581 3.339 0.997
C -2.786 4.481 1.085
C -1.709 4.666 0.234
C -0.821 5.879 0.349
C -1.432 3.686 -0.714
C -2.200 2.528 -0.830
C -3.292 2.388 0.033
N -1.834 1.558 -1.811
C -2.766 1.296 -2.925
C -1.923 1.058 -4.185
C -3.681 2.491 -3.200
C -3.636 0.062 -2.629
H -4.923 4.004 2.550
H -4.430 2.310 2.675
H -5.619 2.788 1.462
H -3.002 5.227 1.847
H -1.340 6.703 0.841
H -0.481 6.209 -0.633
H 0.066 5.633 0.942
H -0.611 3.818 -1.402
H -3.887 1.483 -0.015
H -1.469 1.999 -4.509
H -2.535 0.665 -5.003
H -1.115 0.361 -3.971
H -3.089 3.398 -3.346
H -4.374 2.665 -2.376
H -4.262 2.301 -4.107
H -3.011 -0.750 -2.262
H -4.173 -0.273 -3.524
H -4.373 0.297 -1.855
*
```

[4]
The following is a quantum chemistry calculation of a structure of composition CHF3GdNO4S2 in a non-equilibrium geometry, from OMol25.

- HOMO (spin up / spin down): -9.371 / -9.275 eV
- Relative energy (zero: lowest compared OMol25 entry of this formula, charge and spin): 38.20 kcal/mol
- ⟨S²⟩: 16.094
- F_max: 4.9 eV Å⁻¹
- Gap between HOMO and LUMO (spin up / spin down): 7.76 / 6.16 eV

The geometry in ORCA input format:
```
! RIJCOSX wB97M-V def2-TZVPD def2/J DEFGRID3
* xyz 0 8
N 0.879 -0.056 1.795
S -0.624 0.717 2.140
O -1.522 1.642 0.610
S 0.961 -1.078 0.629
O -0.335 -1.357 -0.100
O 1.758 -2.280 0.897
C 1.957 -0.221 -0.698
F 1.354 0.895 -1.082
F 3.156 0.086 -0.218
F 2.108 -1.010 -1.754
Gd -2.399 -0.261 0.172
O -3.433 1.449 -0.768
H -3.860 1.475 -1.625
*
```

[5]
The following is a quantum chemistry calculation of a structure of composition C16H28N8O15P2S2 in a non-equilibrium geometry, from OMol25.

- HOMO: -9.100 eV
- F_max: 1.4 eV Å⁻¹
- Gap between HOMO and LUMO: 7.41 eV

The geometry in ORCA input format:
```
! RIJCOSX wB97M-V def2-TZVPD def2/J DEFGRID3
* xyz 0 1
C 2.694 1.630 0.010
C 1.643 0.585 -0.266
O 1.734 -0.516 0.158
N 0.448 0.963 -1.046
C 0.766 0.964 -2.436
C -0.367 0.781 -3.401
O 1.894 1.049 -2.832
C -0.097 2.204 -0.567
C -0.034 3.373 -1.372
C -0.504 4.589 -0.990
P -0.420 6.000 -2.141
S -1.969 7.164 -2.134
C -1.049 4.723 0.318
N -1.525 5.795 0.941
S -2.008 5.315 2.385
N -1.643 3.771 2.317
C -1.106 3.544 1.123
C -0.660 2.267 0.676
C -0.886 1.132 1.649
P -2.115 -0.107 1.092
O -2.990 -0.523 2.186
O -2.936 0.615 -0.076
O -1.385 -1.369 0.441
H 3.643 1.121 -0.052
H 2.520 2.006 1.012
H 2.614 2.435 -0.708
H -1.334 0.845 -2.920
H -0.223 -0.203 -3.836
H -0.256 1.498 -4.204
H 0.398 3.309 -2.362
H 0.810 6.640 -1.918
H -0.323 5.339 -3.379
H 0.044 0.655 1.939
H -1.346 1.534 2.539
H -2.513 0.503 -0.934
H -1.495 -1.401 -0.515
C 4.187 0.698 -5.132
N 4.385 0.991 -6.578
O 3.563 0.559 -7.359
O 5.359 1.648 -6.875
H 3.284 0.112 -5.019
H 5.059 0.149 -4.789
H 4.100 1.647 -4.615
C 2.488 -3.822 -0.198
N 3.806 -4.335 0.265
O 4.228 -3.940 1.333
O 4.376 -5.123 -0.459
H 2.103 -3.132 0.543
H 2.651 -3.321 -1.147
H 1.831 -4.678 -0.321
C 4.382 -6.646 2.843
N 3.961 -7.647 3.861
O 3.154 -8.490 3.528
O 4.457 -7.549 4.963
H 3.862 -6.858 1.916
H 4.124 -5.664 3.224
H 5.456 -6.738 2.717
C -5.929 -2.623 1.627
N -5.888 -2.687 0.140
O -6.754 -3.312 -0.432
O -4.975 -2.097 -0.395
H -6.788 -3.187 1.970
H -5.000 -3.047 1.995
H -6.002 -1.576 1.903
C -4.171 1.123 4.280
N -4.279 2.608 4.218
O -4.625 3.104 3.168
O -3.995 3.225 5.224
H -4.438 0.715 3.313
H -3.144 0.883 4.532
H -4.848 0.783 5.059
*
```

[6]
The following is a quantum chemistry calculation of a cluster of 2 separate species, C2H6O2S2 in total in a non-equilibrium geometry, from OMol25.

- HOMO (spin up / spin down): -8.182 / -9.118 eV
- Relative energy (zero: lowest compared OMol25 entry of this formula, charge and spin): 88.80 kcal/mol
- F_max: 5.3 eV Å⁻¹
- Gap between HOMO and LUMO (spin up / spin down): 6.65 / 8.66 eV

The geometry in ORCA input format:
```
! RIJCOSX wB97M-V def2-TZVPD def2/J DEFGRID3
* xyz 0 1
C -1.792 0.965 -0.358
C 2.392 -0.693 0.698
O -3.098 -1.333 -0.285
O 0.607 0.174 -1.128
S -2.380 -0.416 0.608
S 1.017 -1.087 -0.429
H -1.602 1.717 0.386
H -2.450 1.541 -1.163
H -0.741 0.600 -0.834
H 3.035 -0.152 0.025
H 2.917 -1.495 1.051
H 2.096 0.179 1.430
*
```

[7]
The following is a quantum chemistry calculation of an isolated molecule of C4H5NO2 in a non-equilibrium geometry, from OMol25.

- HOMO (spin up / spin down): -7.494 / -7.477 eV
- Relative energy (zero: lowest compared OMol25 entry of this formula, charge and spin): 103.85 kcal/mol
- F_max: 4.4 eV Å⁻¹
- Gap between HOMO and LUMO (spin up / spin down): 7.80 / 7.79 eV

The geometry in ORCA input format:
```
! RIJCOSX wB97M-V def2-TZVPD def2/J DEFGRID3
* xyz 0 1
C -0.646 -0.599 0.737
C 1.059 -1.252 -0.907
C -0.640 0.646 0.042
C 0.717 0.980 -0.334
N -1.109 -1.368 1.583
O 1.381 -2.337 -1.309
O 1.239 0.031 -1.321
H -1.212 0.640 -0.863
H -1.119 1.616 0.558
H 0.682 1.858 -0.965
H 1.504 1.016 0.401
H -1.856 -1.232 2.379
*
```

[8]
The following is a quantum chemistry calculation of a structure of composition C8H9F6N2O9RuS2 in a non-equilibrium geometry, from OMol25.

- HOMO (spin up / spin down): -9.629 / -10.594 eV
- ⟨S²⟩: 8.757
- F_max: 3.6 eV Å⁻¹
- Gap between HOMO and LUMO (spin up / spin down): 9.70 / 7.89 eV

The geometry in ORCA input format:
```
! RIJCOSX wB97M-V def2-TZVPD def2/J DEFGRID3
* xyz 0 6
Ru 0.269 0.174 -0.111
O -1.432 0.963 1.402
C -1.166 2.293 1.986
C -0.646 3.039 0.784
N 0.585 2.521 0.193
C 1.755 2.673 0.999
C 1.865 1.528 2.082
O 2.364 1.717 3.159
O 1.471 0.331 1.587
C 0.832 2.971 -1.192
C 0.025 2.303 -2.210
O -0.236 2.755 -3.287
O -0.490 1.090 -1.772
H -1.637 0.400 2.121
H -0.562 2.117 2.920
H -2.174 2.807 2.250
H -0.469 4.051 0.984
H -1.508 2.986 0.118
H 1.875 3.580 1.560
H 2.627 2.598 0.291
H 1.890 2.791 -1.424
H 0.736 4.014 -1.228
F -0.381 -4.315 -2.936
C -0.088 -2.960 -2.764
F -1.190 -2.263 -2.452
F 0.394 -2.517 -3.918
S 1.241 -2.832 -1.439
O 1.412 -1.382 -1.205
O 2.364 -3.532 -1.983
N 0.580 -3.496 -0.146
S -0.496 -3.085 0.910
O -0.261 -3.358 2.308
O -1.001 -1.716 0.627
C -1.883 -4.362 0.529
F -2.910 -4.067 1.222
F -1.487 -5.565 0.798
F -2.266 -4.251 -0.764
*
```

[9]
The following is a quantum chemistry calculation of a cluster of 16 separate species, C32H96O16 in total in a non-equilibrium geometry, from OMol25.

- HOMO: -9.146 eV
- Relative energy (zero: lowest compared OMol25 entry of this formula, charge and spin): 11.98 kcal/mol
- F_max: 2.2 eV Å⁻¹
- Gap between HOMO and LUMO: 9.21 eV

The geometry in ORCA input format:
```
! RIJCOSX wB97M-V def2-TZVPD def2/J DEFGRID3
* xyz 0 1
C -1.959 -2.026 -3.913
C -3.414 -1.730 -4.206
O -4.187 -2.503 -3.294
H -1.790 -3.092 -4.082
H -1.644 -1.674 -2.933
H -1.328 -1.559 -4.673
H -3.679 -2.029 -5.224
H -3.600 -0.656 -4.115
H -5.107 -2.234 -3.249
C 2.662 -2.895 1.828
C 2.853 -4.388 2.040
O 1.621 -5.040 1.732
H 1.840 -2.493 2.423
H 2.392 -2.753 0.776
H 3.561 -2.317 2.035
H 3.158 -4.570 3.075
H 3.663 -4.732 1.388
H 1.625 -5.882 2.199
C -0.085 0.762 -0.380
C 0.082 -0.721 -0.278
O -0.681 -1.194 0.865
H 0.319 1.286 0.490
H -1.151 1.007 -0.378
H 0.389 1.181 -1.268
H 1.117 -1.039 -0.123
H -0.304 -1.245 -1.158
H -0.751 -2.161 0.800
C -0.835 1.137 5.052
C -0.795 0.097 3.948
O -1.083 0.723 2.699
H -0.170 1.982 4.892
H -0.565 0.611 5.972
H -1.857 1.490 5.191
H -1.613 -0.634 4.083
H 0.106 -0.519 3.842
H -1.036 0.049 1.985
C 0.845 5.068 -3.547
C -0.111 4.814 -2.400
O -0.009 3.436 -2.030
H 0.554 4.623 -4.496
H 1.842 4.706 -3.289
H 0.982 6.147 -3.678
H -1.159 5.002 -2.665
H 0.147 5.442 -1.538
H -0.851 3.201 -1.582
C 2.497 1.109 3.159
C 3.901 1.054 2.580
O 4.687 2.023 3.282
H 2.366 0.633 4.130
H 1.827 0.599 2.460
H 2.216 2.159 3.230
H 3.848 1.226 1.501
H 4.394 0.084 2.729
H 5.591 1.959 2.957
C -0.137 4.493 1.677
C -1.186 5.579 1.405
O -1.536 6.158 2.666
H 0.802 5.014 1.859
H -0.052 3.754 0.885
H -0.404 4.004 2.616
H -2.043 5.215 0.836
H -0.715 6.374 0.816
H -2.330 6.685 2.536
C 5.055 -2.211 -1.231
C 4.855 -0.767 -0.775
O 4.503 0.061 -1.853
H 4.123 -2.547 -1.695
H 5.273 -2.914 -0.424
H 5.806 -2.304 -2.016
H 5.778 -0.377 -0.334
H 4.134 -0.739 0.054
H 3.720 -0.325 -2.327
C -3.866 -0.798 -0.105
C -4.132 -0.913 1.396
O -4.911 0.195 1.837
H -4.816 -0.907 -0.629
H -3.240 -1.631 -0.431
H -3.385 0.146 -0.358
H -3.207 -0.900 1.981
H -4.654 -1.837 1.640
H -4.349 0.987 1.826
C 2.338 0.717 -4.609
C 1.463 -0.320 -3.930
O 2.221 -1.037 -2.965
H 2.546 1.494 -3.868
H 1.759 1.204 -5.393
H 3.299 0.339 -4.951
H 0.996 -0.970 -4.676
H 0.672 0.204 -3.378
H 1.795 -1.876 -2.694
C -1.444 -3.968 3.429
C -0.737 -3.772 4.787
O -1.478 -4.283 5.875
H -2.528 -3.996 3.523
H -1.048 -4.902 3.030
H -1.185 -3.181 2.720
H -0.531 -2.709 4.971
H 0.254 -4.223 4.703
H -2.066 -3.592 6.187
C 2.623 -4.739 -3.427
C 1.917 -4.577 -2.095
O 1.137 -3.397 -2.068
H 1.918 -4.955 -4.229
H 3.350 -5.555 -3.413
H 3.230 -3.872 -3.700
H 2.641 -4.587 -1.270
H 1.280 -5.455 -1.944
H 0.367 -3.512 -1.485
C -3.156 2.211 -2.952
C -3.603 3.018 -1.740
O -2.500 3.242 -0.849
H -2.201 2.541 -3.365
H -3.950 2.144 -3.696
H -2.951 1.183 -2.634
H -4.278 2.354 -1.185
H -4.168 3.922 -1.972
H -2.791 2.936 0.030
C 3.272 3.384 -0.070
C 3.857 3.494 -1.467
O 5.054 2.756 -1.589
H 4.018 3.650 0.688
H 2.920 2.397 0.238
H 2.453 4.093 0.073
H 3.997 4.544 -1.731
H 3.099 3.159 -2.190
H 4.785 1.811 -1.682
C -4.589 4.146 1.906
C -3.518 3.359 2.583
O -3.046 2.336 1.692
H -5.324 3.519 1.394
H -4.240 4.813 1.110
H -5.134 4.763 2.623
H -3.985 2.887 3.461
H -2.698 3.940 3.011
H -2.330 1.845 2.154
C -2.406 -4.460 -0.972
C -1.274 -4.996 -0.119
O -0.438 -3.907 0.266
H -3.099 -3.902 -0.337
H -3.017 -5.294 -1.324
H -2.102 -3.864 -1.827
H -0.632 -5.598 -0.785
H -1.563 -5.698 0.666
H 0.339 -4.233 0.774
*
```